1.
{
  "formula": "C25H36N2O",
  "method": "ωB97M-V/def2-TZVPD",
  "elements": ["C", "C", "C", "C", "C", "N", "C", "C", "N", "C", "C", "C", "C", "C", "C", "C", "C", "C", "C", "C", "C", "C", "C", "C", "C", "C", "C", "O", "H", "H", "H", "H", "H", "H", "H", "H", "H", "H", "H", "H", "H", "H", "H", "H", "H", "H", "H", "H", "H", "H", "H", "H", "H", "H", "H", "H", "H", "H", "H", "H", "H", "H", "H", "H"],
  "coordinates": [[1.0929, -5.8720, -2.7974], [1.9036, -4.7015, -3.3504], [1.3174, -4.2284, -4.6792], [2.0354, -3.5551, -2.3381], [0.7184, -2.8786, -1.9470], [0.9434, -1.9392, -0.8613], [1.3989, -0.6397, -1.3133], [1.8275, 0.2057, -0.1191], [0.7270, 0.3204, 0.8120], [0.9497, 1.2953, 1.8629], [0.4835, 2.6801, 1.3826], [-0.9591, 2.5603, 0.9440], [-1.9672, 2.4137, 1.8880], [-3.2820, 2.2473, 1.4938], [-3.6086, 2.2289, 0.1487], [-2.6122, 2.3853, -0.7980], [-1.2955, 2.5487, -0.4016], [0.6229, 3.7848, 2.4033], [0.3288, 5.0832, 1.9944], [0.4143, 6.1446, 2.8741], [0.7985, 5.9273, 4.1871], [1.0923, 4.6428, 4.6052], [1.0038, 3.5788, 3.7216], [0.3564, -0.9967, 1.2785], [-0.1474, -1.8263, 0.0933], [-1.4441, -1.2154, -0.4767], [-2.6788, -1.5941, 0.3377], [-3.8631, -1.0345, -0.1797], [1.1513, -6.7212, -3.4748], [0.0453, -5.6036, -2.6864], [1.4766, -6.1799, -1.8276], [2.9210, -5.0638, -3.5433], [1.8695, -3.3719, -5.0598], [1.3697, -5.0250, -5.4183], [0.2743, -3.9447, -4.5632], [2.4934, -3.9376, -1.4241], [2.7119, -2.8060, -2.7537], [0.2745, -2.3856, -2.8256], [0.0214, -3.6393, -1.5919], [0.6173, -0.1025, -1.8765], [2.2562, -0.7840, -1.9739], [2.7069, -0.2667, 0.3575], [2.1154, 1.2006, -0.4644], [0.3501, 1.0031, 2.7271], [2.0078, 1.3351, 2.1700], [1.0838, 2.9566, 0.5083], [-1.7181, 2.4345, 2.9399], [-4.0560, 2.1264, 2.2375], [-4.6334, 2.0870, -0.1580], [-2.8590, 2.3741, -1.8504], [-0.5199, 2.6615, -1.1467], [0.0245, 5.2555, 0.9715], [0.1810, 7.1440, 2.5365], [0.8671, 6.7541, 4.8786], [1.3917, 4.4625, 5.6277], [1.2394, 2.5874, 4.0762], [1.2100, -1.5248, 1.7410], [-0.4400, -0.9022, 2.0182], [-0.3617, -2.8421, 0.4503], [-1.3514, -0.1292, -0.4911], [-1.5848, -1.5710, -1.5024], [-2.7704, -2.6915, 0.3888], [-2.6029, -1.2070, 1.3552], [-3.9193, -1.2485, -1.1178]],
  "smiles": "CC(C)CCN1CCN(CC(c2ccccc2)c2ccccc2)C[C@H]1CCO",
  "gap_ev": 9.074,
  "total_charge": 0,
  "homo_ev": -8.292,
  "e_lumo_ev": 0.78
}

=====

2.
{
  "formula": "C6H6O2",
  "method": "ωB97M-V/def2-TZVPD",
  "elements": ["C", "C", "O", "C", "C", "C", "O", "C", "H", "H", "H", "H", "H", "H"],
  "coordinates": [[-1.7977, 0.7095, -1.6063], [-0.6974, 0.3449, -0.8538], [0.1256, 1.1917, -0.0821], [0.9507, 0.3414, 0.7940], [1.3093, 0.7642, 1.9377], [1.0191, -1.0712, 0.2861], [1.0991, -1.3407, -1.0704], [-0.2828, -1.0474, -0.7277], [-2.1243, -0.1491, -1.9974], [-2.1947, 1.7707, -1.6350], [0.8276, 1.7806, 2.2418], [1.8522, 0.4299, 2.9239], [1.2522, -2.0245, 0.6983], [-1.3388, -1.7001, -0.9090]],
  "smiles": "C=C1OC(=C)[C@@H]2O[C@H]12",
  "gap_ev": 9.585,
  "total_charge": 0,
  "homo_ev": -8.703,
  "e_lumo_ev": 0.88
}

=====

Repeat the second record exactly.
{
  "formula": "C6H6O2",
  "method": "ωB97M-V/def2-TZVPD",
  "elements": ["C", "C", "O", "C", "C", "C", "O", "C", "H", "H", "H", "H", "H", "H"],
  "coordinates": [[-1.7977, 0.7095, -1.6063], [-0.6974, 0.3449, -0.8538], [0.1256, 1.1917, -0.0821], [0.9507, 0.3414, 0.7940], [1.3093, 0.7642, 1.9377], [1.0191, -1.0712, 0.2861], [1.0991, -1.3407, -1.0704], [-0.2828, -1.0474, -0.7277], [-2.1243, -0.1491, -1.9974], [-2.1947, 1.7707, -1.6350], [0.8276, 1.7806, 2.2418], [1.8522, 0.4299, 2.9239], [1.2522, -2.0245, 0.6983], [-1.3388, -1.7001, -0.9090]],
  "smiles": "C=C1OC(=C)[C@@H]2O[C@H]12",
  "gap_ev": 9.585,
  "total_charge": 0,
  "homo_ev": -8.703,
  "e_lumo_ev": 0.88
}

=====

Question: What is the formula in the second record?
Answer: C6H6O2

=====

Question: Number 2 is which compound?
Answer: C6H6O2